Here is a 10-piece molecular cluster, C4H30N2O9 overall from the OMol25 dataset. Energies are from ωB97M-V with the def2-TZVPD basis set.

```
45
Properties=species:S:1:pos:R:3:nbo_charge:R:1
C 0.7497 -1.0409 0.4257 -0.69
C 0.2617 -0.9594 -1.0682 -0.06
C 0.7988 -2.1280 -1.8521 -0.62
N -1.1537 -0.7260 -1.3692 -0.66
C -1.7042 0.4917 -0.7789 -0.06
N -1.8540 0.5198 0.6831 -0.93
H 1.7059 -1.5884 0.5937 0.23
H -0.0317 -1.3863 1.1414 0.24
H 1.1169 0.0254 0.8325 0.18
H 0.8184 -0.0488 -1.5759 0.18
H 1.8659 -2.1532 -1.8701 0.23
H 0.2772 -2.1549 -2.8244 0.23
H 0.6812 -2.9918 -1.1574 0.19
H -1.7094 -1.4903 -0.9543 0.38
H -2.7415 0.3921 -1.1942 0.21
H -1.1704 1.3990 -1.1491 0.19
H -2.8732 0.5115 0.9603 0.38
H -1.3174 -0.0766 1.3113 0.42
H -0.0491 0.3542 3.6969 0.50
H 0.7989 -0.0199 2.4824 0.50
O 0.1025 -0.3523 3.0112 -0.98
H -1.9959 -0.6221 -3.1296 0.50
H -1.7145 0.6011 -4.1431 0.48
O -2.3883 0.0312 -3.7617 -0.99
H -0.7029 3.3399 1.6352 0.49
H -1.0213 1.9023 1.3103 0.51
O -0.2749 2.5162 1.4114 -1.00
H -0.0788 -2.1599 3.1876 0.49
H 0.4701 -3.1485 2.3118 0.46
O -0.3069 -2.9852 2.8799 -0.95
H -1.5950 -2.9582 1.4396 0.49
H -3.0454 -2.6687 1.6166 0.47
O -2.2788 -2.3943 1.1164 -0.97
H 2.2548 2.4504 2.7856 0.46
H 0.9002 2.0321 2.4697 0.48
O 1.6535 1.8282 3.0394 -0.98
H 3.9002 0.7290 -1.2371 0.46
H 2.4699 0.7914 -0.9715 0.49
O 3.1876 0.1312 -1.1753 -0.95
H 1.6060 3.3687 -0.6539 0.47
H 0.6729 2.4997 -0.0212 0.50
O 1.3990 2.5093 -0.6135 -0.96
H 1.0677 1.4438 -3.5237 0.47
H 0.7573 2.1238 -2.2041 0.48
O 0.4908 2.0617 -3.1135 -0.97
```

Values from the calculation:
* net charge: 0
* strongest force on any atom: 5.38 eV/Å
* structure (SMILES): CC(C)NCN.O.O.O.O.O.O.O.O.O
* electronic energy: -26041.5990 eV
* energy above the lowest of the compared OMol25 structures with the same formula, charge and spin: 77.61 kcal per mole

---

Here is a 12-piece molecular cluster, C4H30NO12S overall from the OMol25 dataset. Energies are from ωB97M-V with the def2-TZVPD basis set.

```
48
Properties=species:S:1:pos:R:3:nbo_charge:R:1
C -1.1504 0.9445 0.6508 -0.56
C -2.1324 1.7556 1.4321 -0.54
S -3.6922 0.7224 1.4955 -0.73
C 0.2892 1.2747 0.3645 0.71
N 1.2371 1.5383 1.2764 -0.61
C 0.8537 2.2228 2.5047 -0.42
O 0.6647 1.0862 -0.8122 -0.75
H -1.0714 -0.1210 0.9210 0.26
H -1.6093 0.7686 -0.3174 0.26
H -1.9190 1.8553 2.4969 0.18
H -2.5501 2.7163 1.1402 0.22
H 2.1865 1.6833 0.9680 0.43
H 0.3957 1.6302 3.3003 0.20
H 0.2260 3.0792 2.2703 0.20
H 1.7118 2.6052 3.0655 0.21
H 0.7887 2.5555 -3.0134 0.46
H 1.7723 1.9626 -2.1905 0.47
O 1.5595 2.8574 -2.5107 -0.94
H -1.3832 2.1856 -1.8868 0.48
H -2.7891 2.7783 -1.6871 0.48
O -2.3027 2.0968 -2.1617 -0.95
H 2.7232 -1.0734 -2.8613 0.46
H 1.6029 -1.3132 -3.6993 0.48
O 2.5657 -1.3793 -3.7678 -0.94
H 2.5150 -3.2747 2.2739 0.49
H 3.3220 -2.1406 1.8328 0.47
O 3.3111 -3.1020 1.7512 -0.96
H -3.9685 -0.3805 -1.1743 0.50
H -2.9372 0.3168 -2.2243 0.50
O -3.5487 -0.4124 -2.0436 -1.02
H -0.5613 -2.9537 -3.0668 0.51
H -0.3990 -4.3025 -2.0498 0.49
O -0.0575 -3.6324 -2.6318 -1.00
H 3.2869 -2.6956 -0.4908 0.49
H 1.7204 -2.6509 -0.8808 0.51
O 2.4923 -2.1680 -0.5698 -0.99
H 2.9333 0.5505 -1.1383 0.48
H 3.8808 -0.4163 -0.3993 0.48
O 3.4855 0.4548 -0.3602 -0.96
H 0.0411 -0.2178 -1.8390 0.50
H -1.2782 -0.9829 -2.0285 0.49
O -0.4227 -0.8239 -2.4526 -1.02
H -1.4284 0.4729 3.9836 0.47
H -2.3574 -0.6060 3.4783 0.51
O -1.5732 -0.4758 4.0421 -0.99
H 0.1558 -1.6553 3.8010 0.50
H 1.0389 -1.2171 2.7574 0.47
O 1.0612 -1.8483 3.4880 -0.98
```

Values from the calculation:
* net charge: -1
* strongest force on any atom: 2.89 eV/Å
* electronic energy: -41532.0817 eV
* energy above the lowest of the compared OMol25 structures with the same formula, charge and spin: 80.25 kcal per mole

---

Here is a 12-piece molecular cluster, C4H30NO13 overall from the OMol25 dataset. Energies are from ωB97M-V with the def2-TZVPD basis set.

```
48
Properties=species:S:1:pos:R:3:nbo_charge:R:1
C -0.6459 -2.4826 0.5219 0.42
N -1.5529 -1.6439 0.8828 -0.59
C -3.0705 0.0837 0.7917 -0.61
C -1.8524 -0.4998 0.0821 -0.13
C -0.6741 0.4689 -0.1237 -0.07
O 0.1579 0.7409 0.9638 -0.79
O -0.0547 -2.2436 -0.6664 -0.93
H -0.4816 -3.4157 0.9274 0.15
H 0.8637 -0.0158 0.9968 0.52
H -3.4010 -0.4655 1.6650 0.22
H -3.9376 -0.0123 0.2525 0.20
H -2.9118 1.1510 1.1108 0.20
H -2.3873 -0.9702 -0.7650 0.20
H -0.9233 1.3644 -0.5011 0.16
H -0.0298 0.1305 -0.9881 0.19
H -0.0124 2.0730 2.2357 0.51
H -0.3531 3.6521 2.3507 0.46
O -0.3761 2.8659 2.7295 -0.99
H 3.5328 1.6158 2.4908 0.48
H 3.0763 0.0890 2.1780 0.48
O 3.7493 0.6453 2.5194 -0.96
H -1.4523 -0.9460 2.8562 0.51
H -1.4405 -2.0873 3.8003 0.46
O -1.2353 -1.2266 3.7850 -0.95
H -1.2403 2.0978 -3.5714 0.46
H -2.2295 1.0329 -3.7889 0.47
O -2.1327 1.9281 -3.5741 -0.93
H 0.4224 -1.6237 3.8478 0.49
H 1.8088 -1.5319 3.1558 0.46
O 1.2449 -2.1383 3.8138 -0.99
H 0.3896 1.7785 -3.9465 0.45
H 0.1941 0.4372 -3.2015 0.51
O 0.6093 1.3015 -3.2113 -0.97
H -0.0522 3.6049 -0.0354 0.46
H -1.4651 3.5233 -0.4323 0.47
O -0.7092 4.1070 -0.3742 -0.93
H 0.4205 -1.4698 -2.8752 0.48
H -0.7296 -1.7027 -2.1637 0.53
O -0.4311 -1.1183 -2.9438 -1.00
H 1.7204 -2.7567 -0.9797 0.47
H 1.2527 -3.8550 -1.9069 0.47
O 2.0903 -3.4052 -1.6552 -0.97
H 2.9418 2.1153 -1.8368 0.46
H 2.1871 1.8532 -3.0676 0.47
O 2.9555 2.0315 -2.7316 -0.95
H 1.3360 -1.9496 0.1844 0.49
H 2.8611 -1.7311 0.3856 0.49
O 1.9677 -1.3998 0.8125 -1.03
```

Values from the calculation:
* net charge: -1
* strongest force on any atom: 8.68 eV/Å
* electronic energy: -32741.3342 eV
* energy above the lowest of the compared OMol25 structures with the same formula, charge and spin: 121.25 kcal per mole

---

Here is C4H30O12V as an isolated structure from the OMol25 dataset. Energies are from ωB97M-V with the def2-TZVPD basis set.

```
47
Properties=species:S:1:pos:R:3:mulliken_spin:R:1
V -4.2779 0.3090 0.3427 3.07
C 3.4820 0.8496 -2.8665 0.06
C 2.1920 1.6570 -2.7964 -0.01
O 1.8100 2.1919 -4.0157 0.90
H 4.2994 1.5434 -3.0626 0.00
H 3.4077 -0.0131 -3.5286 0.00
H 3.6022 0.3396 -1.9107 0.00
H 2.4665 2.4376 -2.0868 0.06
H 1.4244 1.0579 -2.3066 0.00
C 0.3685 0.0646 0.8157 -0.01
C -0.9985 0.5232 0.3837 0.02
O -2.0649 -0.3558 0.3109 -0.13
H 0.2680 -0.4110 1.7913 0.00
H 1.0951 0.8759 0.8598 0.00
H 0.7957 -0.6045 0.0687 0.00
H -0.8786 1.0655 -0.5542 -0.01
H -1.3973 1.3594 0.9582 0.01
O -1.4902 0.8375 -3.0897 0.00
H -0.8296 1.2399 -2.5258 0.00
H -1.5150 -0.0788 -2.8140 0.00
O -1.7495 -1.8663 -2.0323 0.00
H -2.1324 -2.7272 -1.8632 0.00
H -2.0632 -1.3186 -1.3128 0.01
O 3.9700 0.9024 1.2571 0.00
H 4.8553 0.6491 1.5185 0.00
H 3.6128 0.1225 0.8323 0.00
O 2.0289 3.1971 0.8822 0.00
H 2.6350 2.4734 0.7237 0.00
H 1.5014 2.9095 1.6273 0.00
O -3.6568 2.0005 -1.0130 0.01
H -4.0170 2.8555 -1.2486 0.00
H -2.7311 2.0565 -1.2501 0.00
O 2.8347 -1.5469 1.1834 0.00
H 3.3843 -2.3248 1.0888 0.00
H 1.9625 -1.8350 0.9142 0.00
O -3.8235 0.7579 2.4974 0.01
H -4.3487 1.3156 3.0713 0.00
H -3.1055 0.4519 3.0516 0.00
O -2.2082 -0.8100 4.1181 0.00
H -2.0118 -1.0819 3.2216 0.00
H -1.9961 -1.5750 4.6528 0.00
O 0.7764 -3.2652 0.1732 0.00
H 1.4135 -3.8837 -0.1844 0.00
H 0.1535 -3.1232 -0.5396 0.00
O -2.6519 -3.0396 1.7952 0.00
H -2.2347 -2.3517 1.2766 0.01
H -2.1572 -3.8317 1.5855 0.00
```

Values from the calculation:
* net charge: +1
* multiplicity: 5
* strongest force on any atom: 4.14 eV/Å
* electronic energy: -54882.5008 eV
* <S²>: 6.018

---

Here is a 13-piece molecular cluster, C4H30O13 overall from the OMol25 dataset. Energies are from ωB97M-V with the def2-TZVPD basis set.

```
47
Properties=species:S:1:pos:R:3:nbo_charge:R:1
C -0.0370 -0.4918 0.4181 -0.48
C 0.0578 -0.8070 -0.8810 0.26
O -0.8237 -1.6894 -1.4314 -0.75
C 1.0903 -0.4041 -1.8375 -0.24
C 1.4946 -1.1740 -2.8533 -0.42
H -0.9315 -0.4826 0.9961 0.19
H 0.7234 0.1325 0.9061 0.20
H -1.7504 -1.4954 -1.0819 0.51
H 1.5442 0.6012 -1.6721 0.24
H 1.3080 -2.2483 -2.9339 0.20
H 1.8736 -0.6561 -3.7300 0.22
H -2.6686 -1.1100 1.7117 0.48
H -2.1099 -0.3115 2.9123 0.50
O -2.9473 -0.4765 2.3853 -0.98
H -1.3058 3.6965 -1.2670 0.47
H -0.6803 2.6406 -2.2470 0.49
O -0.9237 3.5625 -2.1338 -0.95
H 2.4978 1.2557 1.0691 0.46
H 1.9843 2.0263 -0.0608 0.48
O 2.8323 1.8157 0.3545 -0.95
H -3.1497 2.3661 0.9294 0.48
H -2.6747 0.9717 1.3723 0.50
O -2.7664 1.5550 0.5796 -0.99
H -1.4971 -0.3100 -4.1187 0.47
H -0.0460 0.0752 -3.7461 0.47
O -0.6863 0.0705 -4.4691 -0.95
H 0.5183 -3.6187 0.1685 0.49
H 2.0317 -3.2416 0.1781 0.51
O 1.3566 -3.7910 0.6134 -0.97
H -0.2033 2.3826 2.6258 0.49
H 1.1937 2.2513 3.3516 0.48
O 0.7376 2.5878 2.5775 -0.97
H 3.5200 -1.6132 -1.3586 0.49
H 2.6178 -2.6186 -1.8544 0.48
O 3.1411 -2.4479 -1.0503 -0.95
H -3.1261 0.2693 -0.5421 0.53
H -3.8936 -1.0255 -1.2043 0.50
O -3.0874 -0.6549 -0.8461 -1.00
H 1.4151 -2.6881 1.9578 0.52
H 0.9902 -2.6847 3.3912 0.48
O 1.1035 -2.0634 2.6594 -0.98
H 0.0814 -0.8800 2.8479 0.52
H -0.3046 -0.1905 4.1251 0.47
O -0.4212 -0.0733 3.1731 -1.00
H 0.2416 4.1536 -0.5460 0.49
H 1.0013 3.4410 0.7350 0.51
O 0.6787 3.3932 -0.1734 -1.01
```

Values from the calculation:
* net charge: 0
* strongest force on any atom: 2.36 eV/Å
* electronic energy: -31250.7991 eV
* energy above the lowest of the compared OMol25 structures with the same formula, charge and spin: 51.62 kcal per mole

---

Here is a 12-piece molecular cluster, C4H31O13 overall from the OMol25 dataset. Energies are from ωB97M-V with the def2-TZVPD basis set.

```
48
Properties=species:S:1:pos:R:3:nbo_charge:R:1
C 2.4368 -1.8434 1.0586 -0.05
O 2.0897 -2.2689 2.3819 -0.76
C 1.2171 -1.9514 0.0906 -0.44
C 0.1238 -0.9218 0.2685 -0.47
C -0.1832 -0.1110 -0.9606 -0.08
O -1.1620 0.8874 -0.6049 -0.82
H 3.2215 -2.6086 0.6991 0.16
H 2.7874 -0.8246 1.0018 0.17
H 0.7483 -2.9462 0.2020 0.22
H 1.6015 -1.8155 -0.9333 0.19
H 0.3044 -0.1575 1.1436 0.22
H -0.7119 -1.4727 0.8144 0.23
H 0.6371 0.4487 -1.3965 0.18
H -0.7299 -0.7309 -1.6643 0.18
H -0.7971 1.4965 0.0709 0.53
H -2.0669 -3.3621 0.8618 0.45
H -1.7107 -2.7792 2.2568 0.49
O -1.9814 -3.6165 1.7836 -1.00
H -3.9154 0.2299 -0.3313 0.46
H -2.7320 -0.1169 -1.0749 0.49
O -3.6758 -0.3295 -1.0759 -0.96
H 1.9422 0.9364 2.4192 0.49
H 0.0627 2.7870 2.1383 0.46
O 0.0637 2.2129 1.3659 -1.19
H -0.0371 -2.2345 3.2212 0.49
H -0.8312 -0.8004 2.9296 0.52
O -0.8691 -1.7648 3.1567 -1.01
H -0.8617 2.3967 -1.6146 0.51
H -0.4972 3.7085 -2.2594 0.48
O -0.5457 2.7715 -2.4618 -0.98
H -1.2871 -1.2388 -3.9242 0.49
H -2.5613 -1.5475 -3.1213 0.47
O -1.9583 -1.9213 -3.7870 -0.97
H -0.7468 1.1636 -3.5315 0.49
H 0.2897 0.4237 -4.4430 0.48
O -0.6267 0.7062 -4.3719 -0.97
H 1.1256 2.2688 -2.9080 0.49
H 2.6526 2.1144 -2.5374 0.48
O 2.0376 2.3514 -3.2327 -0.99
H 2.5729 3.0800 0.0117 0.46
H 1.5073 2.0621 0.4440 0.51
O 2.4457 2.1207 0.1055 -1.01
H 1.8861 -1.5054 2.9481 0.50
H 0.8991 1.1354 3.4956 0.49
O 1.6934 0.6167 3.3009 -0.97
H -2.1088 0.6653 2.7992 0.47
H -0.5460 1.4081 2.2403 0.50
O -1.2032 0.8773 3.0251 -1.10
```

Values from the calculation:
* net charge: -1
* strongest force on any atom: 3.64 eV/Å
* electronic energy: -31270.9703 eV
* energy above the lowest of the compared OMol25 structures with the same formula, charge and spin: 0.00 kcal per mole

---

> Among the records above, which one has the highest electronic energy?

C4H30N2O9

---

> The highest net charge belongs to which entry?

C4H30O12V

---

> Which value of electronic energy does entry 2 give?

-41532.0817 eV